No. 1
DFT (wB97M-V/def2-TZVPD) results for a structure of composition C18H41N2P3RhSSe at a distorted geometry.

```
67
Properties=species:S:1:pos:R:3:forces:R:3
Rh -0.182128 1.121252 -0.181044 1.819 -2.658 -0.284
P 0.240595 -1.270821 -0.435396 0.259 -1.020 0.966
P 2.101572 1.406538 -0.422086 0.220 0.655 -0.929
P -2.283166 0.729351 -0.235925 -1.765 0.159 -1.130
H 0.344874 4.330808 -1.433481 -0.981 -0.066 0.663
C -0.371254 4.267855 -0.594623 -0.194 -0.393 1.052
C -0.517704 3.216445 0.268353 0.320 1.884 0.414
H 0.440573 2.575216 0.349557 0.055 1.510 1.046
C 0.255810 -1.817987 -2.155916 -0.043 0.150 -0.781
C 1.803095 -2.071847 0.204635 -0.663 -0.164 -0.151
C -0.947574 -2.507492 0.285770 0.652 0.131 -0.328
C 2.514530 3.165729 -0.733063 0.855 -0.528 0.082
C 2.946662 0.976386 1.129299 0.249 0.189 -0.126
C 2.973707 0.532354 -1.735200 0.763 -0.051 -0.032
C -3.145545 2.293211 -0.459252 -1.102 -0.195 0.213
C -3.003344 -0.066247 1.215048 -0.326 -0.120 -0.138
C -2.828700 -0.250502 -1.676956 -0.906 -0.057 -0.034
H -0.900831 5.159471 -0.285030 -0.107 0.235 -0.568
H -1.132993 3.383045 1.201412 0.793 -0.277 -1.232
H 0.442914 -2.891725 -2.253555 0.019 0.113 0.133
H 1.028307 -1.279301 -2.718959 -0.124 -0.161 0.168
H -0.705465 -1.597192 -2.633610 0.165 -0.055 0.151
H 1.756406 -3.150613 0.004193 0.114 0.221 -0.005
H 1.869519 -1.914723 1.279646 0.098 0.048 0.071
H 2.701357 -1.663391 -0.235634 0.136 -0.028 -0.034
H -0.568715 -3.520735 0.125033 -0.035 0.062 0.005
H -1.916774 -2.433133 -0.188936 -0.135 -0.068 0.117
H -1.052338 -2.320458 1.352240 -0.210 -0.046 0.129
H 3.533259 3.149249 -1.134787 -0.012 0.444 0.237
H 2.459967 3.707105 0.216953 0.184 0.061 -0.255
H 1.852649 3.652328 -1.448200 0.440 -0.439 0.076
H 3.627048 0.137150 0.974093 -0.064 0.038 0.149
H 2.219296 0.754493 1.911493 0.292 0.016 -0.157
H 3.530637 1.843485 1.428083 0.178 -0.014 0.176
H 4.048250 0.628245 -1.512956 -0.159 -0.176 -0.434
H 2.745076 1.032175 -2.685691 0.129 -0.173 0.183
H 2.702245 -0.529111 -1.786126 0.209 0.498 -0.109
H -4.208443 2.055918 -0.361333 -0.153 0.388 -0.263
H -2.922650 2.723502 -1.446801 -0.084 -0.160 0.386
H -2.876754 3.004148 0.328632 -0.245 -0.241 -0.352
H -4.007598 0.348481 1.311022 -0.031 -0.166 0.405
H -2.398974 0.106493 2.111203 -0.378 0.112 -0.156
H -3.081025 -1.142658 1.042644 -0.093 0.203 0.141
H -3.920670 -0.124113 -1.730133 0.169 -0.205 -0.235
H -2.625512 -1.328117 -1.582867 -0.068 0.541 -0.076
H -2.391135 0.132021 -2.615058 -0.131 -0.063 0.472
C -0.861602 1.888323 -5.084334 0.163 -0.159 1.299
C -0.956616 2.693623 -3.916623 0.115 0.612 -0.192
C -1.782726 3.821294 -3.943580 0.568 -1.174 -0.657
C -2.486415 4.123452 -5.141560 0.348 -0.190 1.422
C -2.472650 3.243204 -6.218800 -0.164 0.043 -0.228
C -1.674086 2.106150 -6.186740 -0.369 0.251 0.146
Se 0.351375 0.393179 -5.103873 -0.803 0.590 -0.762
H 1.516571 1.250609 -5.321769 0.424 0.088 0.450
H -0.409626 2.451136 -2.994409 -0.084 0.014 -0.439
H -1.852048 4.417698 -3.033127 -0.124 0.053 -0.447
H -3.054607 5.036708 -5.072255 -0.338 0.037 -0.658
H -3.103051 3.388191 -7.096741 0.228 0.228 0.266
H -1.674717 1.428375 -7.012427 -0.005 -0.296 -0.443
N 0.914851 -1.494679 5.222622 -0.923 2.510 -2.423
C 0.652857 -1.705884 3.900032 0.969 -2.535 2.910
N 0.793711 -2.981103 3.486919 -0.023 0.932 0.555
S 0.150377 -0.435262 2.898679 -0.226 0.356 -0.236
H 1.197452 -2.203567 5.856686 0.237 -0.686 0.455
H 0.838450 -0.523188 5.570345 0.135 -1.121 -0.027
H 0.646440 -3.276391 2.535926 -0.053 -0.002 0.033
H 1.065780 -3.683009 4.185510 -0.183 0.315 -0.650
```
Forces are in eV/Å.

## Properties
<S²>: 6.03
total charge: +3
relative energy (zero: lowest compared OMol25 entry of this formula, charge and spin): 226.7 kJ/mol
spin multiplicity: 5
LUMO (alpha / beta): -0.291 / -0.454 Eh
gap between HOMO and LUMO (alpha / beta): 5.12 / 4.14 eV



No. 2
DFT (wB97M-V/def2-TZVPD) results for a structure of composition C18H41N2P3S2Tl at a distorted geometry.

```
67
Properties=species:S:1:pos:R:3:forces:R:3
Tl 0.265923 -0.308497 0.399041 0.823 1.179 -0.641
P 2.564331 -1.422178 -0.414815 0.307 -0.714 -0.075
P 0.657694 1.596063 -1.915983 -0.406 0.672 -0.987
P -0.971862 -2.233123 1.633098 -0.670 -0.617 0.526
H -2.803176 -0.056126 -2.820977 -0.331 -0.139 0.582
C -3.210041 -0.331517 -1.831694 0.160 0.121 0.354
C -3.428453 0.588216 -0.874804 0.255 -0.051 0.071
H -3.219418 1.664252 -1.009571 -0.163 -0.688 -0.096
C 2.431977 -2.619389 -1.803990 -0.271 0.245 0.082
C 3.940660 -0.306683 -0.865563 -0.213 0.183 0.180
C 3.150692 -2.411761 1.005848 0.098 0.226 -0.006
C -0.729249 2.670538 -2.426809 -0.370 -0.208 0.556
C 1.984369 2.865429 -1.889716 0.305 -0.222 0.793
C 1.021111 0.837579 -3.545243 -0.031 -0.750 0.345
C -2.743840 -1.973730 1.916365 -0.226 0.672 -0.222
C -0.167807 -2.408495 3.242614 0.387 0.507 0.096
C -0.667983 -3.786309 0.739516 0.308 0.185 -0.710
H -3.454284 -1.400228 -1.683854 0.068 0.685 -0.089
H -3.860298 0.344354 0.111643 0.145 -0.010 -0.686
H 3.410719 -3.119994 -1.930541 -0.451 0.223 0.029
H 2.161108 -2.076515 -2.729465 0.150 -0.383 0.406
H 1.652673 -3.371391 -1.575247 0.433 0.341 -0.197
H 4.866345 -0.907495 -0.890922 -0.315 0.276 -0.045
H 4.032531 0.486967 -0.102109 0.070 -0.333 -0.395
H 3.760585 0.146545 -1.857039 0.128 -0.224 0.468
H 4.151951 -2.796940 0.748389 -0.362 0.010 0.267
H 2.464605 -3.252800 1.212024 0.375 0.368 -0.117
H 3.216395 -1.759273 1.894600 0.078 -0.366 -0.295
H -0.453996 3.182803 -3.359822 -0.056 -0.165 0.285
H -0.914845 3.412372 -1.640864 -0.088 -0.107 -0.221
H -1.634297 2.070015 -2.574659 0.178 0.247 -0.063
H 2.124460 3.245757 -2.914973 -0.104 -0.177 0.395
H 2.920964 2.420515 -1.525850 -0.136 0.295 -0.186
H 1.694758 3.687560 -1.219795 0.140 -0.243 -0.239
H 1.067465 1.639825 -4.295906 0.003 -0.249 0.264
H 0.216701 0.138053 -3.803746 0.209 0.118 -0.092
H 1.974788 0.294600 -3.524212 -0.210 0.131 -0.141
H -3.234098 -2.830685 2.397469 0.417 -0.023 -0.147
H -3.266430 -1.762564 0.974652 0.246 -0.278 0.121
H -2.895030 -1.092177 2.550844 0.273 -0.121 0.047
H -0.541903 -3.284824 3.781842 -0.114 0.053 -0.210
H -0.345144 -1.514842 3.846614 -0.131 -0.084 -0.001
H 0.916809 -2.497977 3.136429 -0.102 -0.130 -0.076
H -1.052727 -4.657166 1.286370 -0.069 0.331 0.103
H 0.398668 -3.951456 0.541675 -0.127 0.149 0.331
H -1.143094 -3.752421 -0.248425 -0.014 0.123 0.290
C -5.176545 -5.041468 -0.942292 -1.533 -0.861 -1.117
C -5.155480 -6.238203 -1.690260 0.072 0.607 0.194
C -6.225616 -6.548688 -2.545153 0.010 0.282 0.274
C -7.346880 -5.707647 -2.603029 0.304 0.157 0.103
C -7.427850 -4.581337 -1.770742 0.215 -0.342 0.089
C -6.365993 -4.276606 -0.919279 0.703 0.017 -0.095
S -3.855846 -4.451648 0.043564 1.337 0.001 0.435
H -2.650967 -4.832287 -0.546498 -1.680 -0.154 -0.086
H -4.292345 -6.892829 -1.566880 -0.238 0.063 -0.352
H -6.187449 -7.443778 -3.175198 0.020 0.348 0.362
H -8.157709 -5.924759 -3.299275 0.232 0.004 0.247
H -8.307227 -3.929505 -1.784466 0.317 -0.370 0.034
H -6.424125 -3.437696 -0.223323 -0.067 -0.026 -0.368
N 1.279379 4.188493 1.424427 -0.177 -1.242 0.697
C 1.758005 3.000013 1.887073 1.475 2.205 -1.289
N 3.096338 2.937224 2.005899 -0.891 -0.677 -0.150
S 0.730206 1.717292 2.304287 -0.794 -1.285 -0.053
H 1.879478 5.009506 1.412456 -0.269 -0.142 -0.002
H 0.271322 4.331922 1.414660 0.439 0.027 0.100
H 3.532152 2.056764 2.260145 -0.112 0.454 0.150
H 3.682126 3.720027 1.743322 0.039 -0.124 0.172
```
Forces are in eV/Å.

## Properties
total charge: +3
relative energy (zero: lowest compared OMol25 entry of this formula, charge and spin): 0.0 kJ/mol
spin multiplicity: 1
LUMO: -0.404 Eh
gap between HOMO and LUMO: 3.23 eV



No. 3
DFT (wB97M-V/def2-TZVPD) results for a cluster of 3 separate species, C18H42 in total at a distorted geometry.

```
60
Properties=species:S:1:pos:R:3:forces:R:3
C 3.648689 1.242459 2.435646 -1.202 1.676 -0.174
C 3.257837 0.485961 1.147535 3.187 2.225 -0.975
C 2.551898 1.403943 0.165353 -4.753 -4.908 4.144
C 2.070063 0.798632 -1.089557 -0.609 3.721 0.095
C 0.910515 1.592434 -1.677479 4.416 1.215 -3.676
C 0.378494 1.088638 -2.987680 -4.492 -0.672 3.036
H 4.211740 2.276238 2.335472 -2.022 -1.485 -0.251
H 4.435156 0.761004 2.912032 1.102 -1.608 1.265
H 2.700884 1.198925 3.096618 1.768 0.854 -0.688
H 2.626142 -0.292525 1.446543 -0.776 -1.445 0.064
H 4.207423 0.114925 0.663415 -0.904 -0.153 0.473
H 2.871912 2.309133 0.106001 3.425 5.459 -1.196
H 1.685934 1.725153 0.818058 -0.252 -0.567 -0.544
H 1.800127 -0.161287 -1.083523 -0.985 -4.032 0.746
H 2.945753 0.856446 -1.618038 1.907 -0.057 -2.598
H 1.309448 2.634812 -1.957170 -0.950 -0.994 1.309
H 0.121790 1.496560 -1.060938 -2.565 0.690 2.615
H -0.480861 1.674071 -3.221874 -0.113 1.992 -0.958
H -0.402228 0.318047 -2.803871 1.312 -1.251 0.154
H 0.898999 0.880668 -3.814018 2.453 -0.676 -2.845
C 2.498564 -3.669833 4.566493 -3.692 0.607 -2.933
C 2.522765 -3.152554 3.057188 -1.167 -0.356 0.670
C 1.344314 -3.795782 2.224433 2.525 -1.472 -0.341
C 1.339977 -3.351598 0.764684 -2.697 -0.342 -0.549
C 0.001976 -3.673248 -0.034813 0.691 3.092 0.202
C 0.092136 -2.964897 -1.410922 -1.560 -0.603 -2.732
H 1.665859 -3.283431 5.191396 0.097 -0.078 -0.837
H 3.276120 -3.579323 5.166354 4.307 1.435 2.163
H 2.428597 -4.723048 4.583915 -0.667 -1.468 -0.440
H 3.495700 -3.293230 2.550050 -0.429 -0.382 0.358
H 2.343839 -2.063817 2.965375 0.132 -0.375 0.477
H 0.415856 -3.623599 2.571192 -3.134 1.995 1.974
H 1.174303 -4.944419 2.392635 1.521 1.447 -0.953
H 2.015361 -3.939381 0.292768 2.506 -1.884 -1.671
H 1.634570 -2.353260 0.410779 -0.130 0.243 1.250
H -0.869247 -3.245883 0.505076 0.407 -0.158 -0.225
H -0.198288 -4.669188 -0.176544 -0.130 -2.660 0.017
H -0.815124 -3.235669 -2.247114 1.757 0.924 2.848
H 0.930654 -3.366329 -2.166199 -0.982 1.498 2.316
H 0.020192 -1.858438 -1.095693 0.632 -1.437 -1.584
C -3.075490 1.790950 1.977345 4.445 0.940 0.244
C -2.687750 2.623617 0.704555 0.950 -6.308 -0.878
C -3.480198 2.012517 -0.461797 -2.046 -1.551 -1.643
C -3.166142 2.689139 -1.801577 -8.994 -0.958 -0.455
C -3.908515 2.020470 -3.028989 -1.563 3.781 0.011
C -3.525758 2.578606 -4.397162 -1.139 4.292 1.676
H -4.098275 1.860230 1.862274 -2.364 -0.183 1.066
H -2.567998 2.239398 2.949291 -1.530 -0.973 -1.852
H -2.728240 0.740280 1.837080 -0.358 0.747 0.273
H -1.653025 2.668568 0.370589 0.475 -0.513 0.514
H -2.919826 3.561501 0.819997 -1.784 5.264 0.683
H -4.611537 2.103867 -0.318309 1.327 -0.026 0.209
H -3.394111 0.832090 -0.718386 0.419 2.463 1.306
H -2.236777 2.725332 -1.845528 8.578 0.406 -1.157
H -3.600045 3.680858 -1.871374 0.399 0.571 0.564
H -4.974265 2.541611 -2.992793 1.441 -2.483 0.639
H -3.800666 1.004755 -3.071649 -0.474 -2.880 0.560
H -2.445265 2.536732 -4.584088 -0.470 0.263 -0.493
H -3.971954 3.693477 -4.121778 2.304 -1.602 -1.240
H -4.222000 2.478691 -5.231280 0.448 -1.262 -0.031
```
Forces are in eV/Å.

## Properties
structure (SMILES): CCCCCC.CCCCCC.CCCCCC
relative energy (zero: lowest compared OMol25 entry of this formula, charge and spin): 579.1 kJ/mol
spin multiplicity: 1
LUMO: 0.028 Eh
gap between HOMO and LUMO: 11.18 eV



Which value of spin multiplicity does entry 1 give? 5



Look up the spin multiplicity of the first one. 5



Which of these has the highest spin multiplicity? C18H41N2P3RhSSe